Record 1
Entry from the Open Molecules 2025 dataset: a molecular structure, C38H31GeN2O9SeW (the ωB97M-V functional and the def2-TZVPD basis).

Last column: Löwdin charge in e.
Atoms and positions in Å:
W 1.768 0.546 0.850  1.800
O -1.718 1.165 -4.539  0.126
C -0.953 1.001 -3.462  -0.257
C -0.015 -0.030 -3.332  0.117
C 0.725 -0.083 -2.174  -0.153
N 0.606 0.828 -1.227  -0.002
C -0.340 1.749 -1.297  -0.131
C -1.152 1.884 -2.393  0.130
C -0.448 2.453 0.019  -0.436
O -1.309 3.202 0.342  0.216
O 0.567 2.063 0.810  -0.260
C 1.641 -1.185 -1.705  -0.533
O 1.802 -2.219 -2.289  0.153
O 2.216 -0.855 -0.570  -0.279
H -1.538 0.514 -5.225  0.133
H 0.133 -0.775 -4.103  0.146
H -1.931 2.633 -2.431  0.152
O 0.037 -0.469 0.708  -0.080
C 0.376 -1.558 1.273  -0.452
C -0.498 -2.751 1.473  -0.033
C 0.502 -3.753 2.040  -0.043
C 1.785 -2.959 2.255  -0.385
O 2.773 -3.353 2.799  0.131
N 1.609 -1.664 1.694  0.132
H -0.944 -3.046 0.523  0.138
H -1.299 -2.495 2.167  0.143
H 0.729 -4.558 1.340  0.138
H 0.196 -4.206 2.979  0.135
Se 3.346 1.696 -0.819  0.981
C 4.993 0.749 -1.370  -0.493
C 4.966 -0.536 -1.894  -0.104
C 6.168 -1.156 -2.207  -0.055
C 7.371 -0.492 -2.010  -0.064
C 7.376 0.806 -1.520  -0.060
C 6.184 1.433 -1.188  -0.106
H 4.043 -1.066 -2.064  0.087
H 6.149 -2.163 -2.603  0.115
H 8.304 -0.987 -2.241  0.111
H 8.311 1.332 -1.384  0.113
H 6.170 2.439 -0.787  0.105
O 1.446 0.619 2.681  -0.292
C 0.298 1.219 3.094  -0.538
O -0.772 0.696 2.959  0.152
C 0.535 2.565 3.730  -0.117
C 2.012 3.007 3.670  -0.215
Ge 3.054 2.747 1.915  0.945
C 2.099 4.273 0.815  -0.287
C 2.395 4.629 -0.494  -0.192
C 1.674 5.630 -1.136  -0.066
C 0.664 6.307 -0.471  -0.071
C 0.423 6.010 0.860  -0.060
C 1.143 5.010 1.500  -0.103
C 4.780 3.733 2.220  -0.245
C 4.983 4.956 1.580  -0.098
C 6.113 5.719 1.838  -0.070
C 7.056 5.280 2.753  -0.077
C 6.870 4.066 3.395  -0.075
C 5.750 3.295 3.120  -0.099
C 3.874 0.729 2.313  -0.268
C 4.101 0.557 3.681  -0.116
C 4.680 -0.592 4.179  -0.016
C 5.023 -1.641 3.332  -0.046
C 4.809 -1.499 1.983  -0.044
C 4.244 -0.326 1.468  -0.180
H 0.207 2.480 4.769  0.139
H -0.157 3.247 3.239  0.116
H 2.542 2.486 4.462  0.052
H 2.106 4.066 3.909  0.078
H 3.221 4.177 -1.023  0.033
H 1.929 5.886 -2.157  0.110
H 0.100 7.082 -0.972  0.110
H -0.341 6.542 1.412  0.115
H 0.940 4.843 2.545  0.079
H 4.252 5.321 0.874  0.079
H 6.251 6.659 1.319  0.109
H 7.932 5.880 2.965  0.108
H 7.603 3.713 4.110  0.107
H 5.652 2.337 3.610  0.077
H 3.864 1.344 4.379  0.090
H 4.868 -0.661 5.243  0.124
H 5.449 -2.555 3.721  0.124
H 5.085 -2.284 1.291  0.130
H 4.316 -0.248 0.398  0.022

Maximum force, eV Å⁻¹: 5.0
Total charge: +1
E_LUMO, eV: -5.703
HOMO, eV: -11.16

Record 2
Entry from the Open Molecules 2025 dataset: 2 unconnected molecules or ions with the total composition C20H18N4O2 (the ωB97M-V functional and the def2-TZVPD basis).

Last column: Löwdin charge in e.
Atoms and positions in Å:
C 0.780 -5.102 -2.303  -0.045
O 1.101 -3.913 -3.060  -0.061
C 0.538 -2.736 -2.676  -0.221
C 1.162 -1.547 -3.135  0.026
C 0.731 -0.337 -2.663  0.008
C -0.354 -0.230 -1.736  -0.191
C -0.727 1.060 -1.298  0.092
C -1.612 1.411 -0.252  -0.193
C -2.199 2.717 -0.264  0.005
C -3.060 3.132 0.716  0.018
C -3.384 2.250 1.781  -0.231
O -4.289 2.694 2.691  -0.065
C -4.787 1.750 3.668  -0.049
C -2.784 0.965 1.847  0.010
C -1.916 0.563 0.852  0.010
C -1.027 -1.434 -1.369  0.008
C -0.586 -2.665 -1.814  0.010
H 1.437 -5.856 -2.736  0.097
H 0.996 -4.967 -1.232  0.108
H -0.273 -5.389 -2.435  0.092
H 2.001 -1.641 -3.824  0.133
H 1.218 0.580 -2.989  0.131
H -0.308 1.891 -1.864  0.131
H -1.950 3.387 -1.086  0.126
H -3.524 4.117 0.711  0.129
H -5.516 2.332 4.231  0.096
H -5.270 0.888 3.183  0.102
H -3.982 1.397 4.329  0.098
H -3.028 0.296 2.678  0.112
H -1.445 -0.415 0.935  0.119
H -1.914 -1.398 -0.740  0.111
H -1.076 -3.587 -1.486  0.113
C 5.089 0.501 1.777  -0.118
N 5.129 -0.729 1.271  0.011
C 4.221 -1.178 0.408  -0.262
N 3.159 -0.466 -0.062  0.078
C 3.030 0.765 0.384  -0.361
C 4.046 1.342 1.376  -0.260
N 3.644 2.600 1.650  0.024
C 2.498 2.810 0.915  -0.241
N 2.100 1.736 0.149  0.039
H 5.846 0.850 2.487  0.100
H 4.327 -2.202 0.042  0.080
H 1.957 3.757 0.943  0.080

Maximum force, eV Å⁻¹: 3.7
Total charge: 0
E_LUMO, eV: -2.483
HOMO, eV: -6.56

Record 3
Entry from the Open Molecules 2025 dataset: a molecular structure, C45H44BrGeN6O5PtS2 (the ωB97M-V functional and the def2-TZVPD basis).

Last column: Löwdin charge in e.
Atoms and positions in Å:
Pt 0.774 1.426 -0.430  0.731
Br 7.073 -5.564 2.124  0.769
C 6.632 -3.989 3.066  -0.670
C 7.591 -3.385 3.877  -0.120
C 7.272 -2.228 4.549  -0.012
C 5.990 -1.652 4.420  -0.288
C 5.029 -2.295 3.611  0.012
C 5.358 -3.451 2.934  -0.118
N 5.787 -0.467 5.064  0.091
N 4.581 0.066 4.963  0.096
C 4.223 0.729 3.927  -0.227
C 5.095 0.927 2.771  0.033
C 4.599 1.298 1.591  0.041
C 3.166 1.477 1.405  -0.293
O 2.735 1.534 0.257  -0.153
C 2.304 1.545 2.603  -0.175
N 1.043 1.915 2.406  0.120
C 0.255 2.001 3.462  -0.103
C 0.689 1.706 4.755  -0.022
C 1.989 1.291 4.949  0.013
C 2.835 1.210 3.845  -0.082
H 8.575 -3.822 3.969  0.103
H 7.996 -1.728 5.178  0.115
H 4.034 -1.886 3.500  0.114
H 4.630 -3.933 2.296  0.064
H 6.148 0.710 2.894  0.125
H 5.209 1.395 0.703  0.132
H -0.773 2.290 3.274  0.121
H 0.003 1.788 5.587  0.111
H 2.364 1.031 5.930  0.119
C 2.162 3.279 -3.123  -0.096
N 0.823 3.837 -3.217  -0.027
C 0.045 4.025 -2.154  -0.816
S 0.620 3.911 -0.543  0.609
N -1.228 4.372 -2.360  -0.031
C -1.858 4.467 -3.664  -0.061
H 2.607 3.306 -4.116  0.087
H 2.116 2.248 -2.762  0.059
H 2.763 3.873 -2.439  0.069
H 0.339 3.619 -4.075  0.120
H -1.784 4.430 -1.524  0.119
H -1.384 5.244 -4.268  0.091
H -2.902 4.736 -3.525  0.092
H -1.814 3.510 -4.188  0.081
C 0.274 -1.305 1.839  -0.239
Ge 0.769 -0.920 -0.044  0.828
C 2.535 -1.819 -0.208  -0.297
C 3.668 -1.213 -0.749  -0.133
C 4.896 -1.865 -0.773  -0.080
C 5.015 -3.147 -0.255  -0.103
C 3.894 -3.778 0.269  -0.132
C 2.672 -3.117 0.289  -0.101
C -0.517 -1.966 -1.121  -0.238
C -1.619 -2.512 -0.512  -0.126
C -2.616 -3.199 -1.244  -0.093
C -2.495 -3.342 -2.596  -0.046
C -1.362 -2.825 -3.273  -0.173
C -1.201 -2.988 -4.671  -0.040
C -0.093 -2.508 -5.306  -0.080
C 0.903 -1.830 -4.573  -0.070
C 0.765 -1.643 -3.229  -0.041
C -0.365 -2.138 -2.532  -0.174
H 0.230 -2.375 2.052  0.016
H -0.691 -0.857 2.082  0.017
H 1.022 -0.860 2.501  -0.006
H 3.592 -0.216 -1.169  0.085
H 5.761 -1.373 -1.204  0.101
H 5.971 -3.657 -0.271  0.090
H 3.970 -4.788 0.655  0.100
H 1.806 -3.630 0.697  0.100
H -1.757 -2.404 0.558  0.090
H -3.473 -3.610 -0.724  0.106
H -3.250 -3.870 -3.168  0.113
H -1.973 -3.510 -5.225  0.110
H 0.024 -2.643 -6.374  0.100
H 1.773 -1.439 -5.085  0.103
H 1.519 -1.088 -2.684  0.081
C -7.917 2.941 2.995  -0.051
C -7.449 2.264 1.737  -0.269
C -7.548 0.880 1.591  -0.032
C -7.147 0.257 0.422  -0.046
C -6.639 1.024 -0.616  -0.291
C -6.530 2.399 -0.496  -0.052
C -6.933 3.011 0.681  -0.036
S -6.136 0.219 -2.107  0.631
O -5.846 1.255 -3.062  -0.298
O -7.073 -0.815 -2.444  -0.292
N -4.788 -0.563 -1.601  -0.127
C -3.557 0.189 -1.344  -0.201
C -2.828 0.651 -2.598  -0.074
C -1.402 1.101 -2.355  -0.656
O -0.657 1.303 -3.302  0.017
O -1.083 1.200 -1.104  -0.282
H -7.998 2.233 3.819  0.075
H -8.901 3.391 2.847  0.086
H -7.236 3.738 3.293  0.079
H -7.946 0.287 2.405  0.113
H -7.228 -0.816 0.307  0.119
H -6.143 2.977 -1.324  0.111
H -6.848 4.087 0.780  0.115
H -4.662 -1.427 -2.118  0.098
H -2.911 -0.472 -0.771  0.093
H -3.799 1.022 -0.682  0.124
H -3.367 1.461 -3.096  0.108
H -2.779 -0.159 -3.332  0.128

Maximum force, eV Å⁻¹: 0.5
Total charge: 0
E_LUMO (alpha / beta), eV: -1.775 / -1.771
HOMO (alpha / beta), eV: -7.67 / -7.67
Spin multiplicity: 2

The following energy relative to the best compared isomer or geometry (same formula, charge and spin) values (in kcal/mol) correspond, in order, to the records above: 90.1, 130.2, 20.1.